ORCA calculation (the ωB97M-V functional and the def2-TZVPD basis) on 2 unconnected molecules or ions with the total composition CH4N2O in a non-equilibrium geometry.

## Properties
E_tot   -6123.4011 eV
HOMO energy (spin up / spin down)   -10.82 / -9.39 eV
E_LUMO (spin up / spin down)   0.006 / -0.013 hartree
Gap between HOMO and LUMO (spin up / spin down)   11.0 / 9.0 eV

Last column: Löwdin charge in e.
Positions of all 8 atoms, in Å:
C: 1.01 0.55 -0.13  -0.235
N: 0.61 -0.42 0.68  -0.007
N: -1.67 -0.52 -0.28  0.070
O: 1.47 -0.81 -0.25  -0.003
H: 0.28 0.81 -0.94  0.107
H: 1.67 1.34 0.25  0.114
H: -1.41 -1.23 0.39  -0.039
H: -1.97 0.30 0.29  -0.008